# C35H69NO21P2S

A 7-piece molecular cluster, C35H69NO21P2S overall (ωB97M-V/def2-TZVPD, the Open Molecules 2025 dataset).

Summary:
SMILES: CC(=O)OCCCC[PH](CC=O)(N=C=S)P(C)C.CCOC(=O)OC.CCOC(=O)OC.CCOC(=O)OC.CCOC(=O)OC.CCOC(=O)OC.CCOC(=O)OC
E_HOMO: -0.30344 Eh
M: 933.94 g/mol
LUMO level: 0.2 eV
Frontier orbital gap: 8.45 eV

Geometry as ORCA input:
```
! wB97M-V def2-TZVPD RIJCOSX def2/J DEFGRID3
* xyz 0 1
C -1.742 3.218 3.402
C -2.191 4.164 2.329
O -2.239 5.348 2.462
O -2.573 3.554 1.167
C -1.786 3.862 0.010
C -0.286 3.861 0.215
C 0.249 2.473 0.614
C 1.579 2.562 1.376
P 2.626 1.071 1.165
C 2.495 0.065 -0.380
C 1.228 -0.715 -0.631
O 1.252 -1.909 -0.806
N 3.989 2.139 0.218
C 4.930 2.445 0.877
S 6.158 2.810 1.796
P 1.146 -0.293 2.207
C 0.927 0.317 3.922
C 2.124 -1.841 2.439
H -2.043 3.587 4.380
H -2.079 2.200 3.221
H -0.648 3.218 3.372
H -2.012 3.083 -0.722
H -2.102 4.803 -0.443
H 0.145 4.095 -0.764
H 0.062 4.664 0.872
H -0.495 1.890 1.157
H 0.454 1.952 -0.326
H 1.450 2.712 2.449
H 2.145 3.398 0.966
H 3.609 0.766 2.124
H 2.655 0.769 -1.199
H 3.329 -0.639 -0.345
H 0.274 -0.172 -0.692
H 1.883 0.367 4.455
H 0.270 -0.361 4.468
H 0.479 1.310 3.943
H 2.946 -1.850 1.718
H 1.502 -2.716 2.267
H 2.574 -1.849 3.433
C -5.645 0.495 -1.235
C -4.672 0.862 -0.136
O -4.132 -0.297 0.520
C -3.171 -0.945 -0.134
O -2.680 -0.625 -1.186
O -2.851 -2.021 0.584
C -1.880 -2.879 -0.033
H -6.433 -0.150 -0.843
H -6.098 1.396 -1.648
H -5.144 -0.041 -2.040
H -5.185 1.415 0.648
H -3.859 1.489 -0.502
H -0.985 -2.327 -0.310
H -2.313 -3.363 -0.908
H -1.629 -3.628 0.712
C -7.972 -6.948 -2.240
C -8.468 -5.520 -2.171
O -8.080 -4.869 -0.951
C -6.806 -4.481 -0.891
O -5.986 -4.603 -1.765
O -6.596 -3.922 0.298
C -5.237 -3.517 0.524
H -8.302 -7.506 -1.363
H -8.359 -7.436 -3.135
H -6.884 -6.983 -2.271
H -9.556 -5.497 -2.165
H -8.126 -4.935 -3.025
H -4.905 -2.881 -0.287
H -4.602 -4.399 0.599
H -5.221 -2.973 1.461
C 9.547 -3.284 -1.271
C 8.856 -2.423 -2.306
O 7.623 -3.005 -2.759
C 6.598 -2.900 -1.917
O 6.611 -2.347 -0.846
O 5.542 -3.501 -2.465
C 4.387 -3.521 -1.622
H 9.696 -4.294 -1.656
H 10.517 -2.857 -1.017
H 8.953 -3.355 -0.362
H 9.470 -2.340 -3.200
H 8.671 -1.417 -1.932
H 4.134 -2.520 -1.286
H 4.557 -4.171 -0.764
H 3.573 -3.921 -2.219
C 3.020 3.317 8.648
C 3.956 2.374 7.925
O 4.129 2.732 6.545
C 4.931 3.776 6.323
O 5.523 4.405 7.161
O 4.968 3.995 5.011
C 5.735 5.137 4.616
H 2.064 3.377 8.126
H 2.844 2.965 9.664
H 3.439 4.321 8.699
H 3.538 1.369 7.902
H 4.928 2.320 8.415
H 6.745 5.091 5.017
H 5.244 6.051 4.947
H 5.771 5.115 3.531
C -3.347 8.248 -5.995
C -4.455 8.953 -5.244
O -4.973 8.155 -4.167
C -4.208 8.097 -3.079
O -3.158 8.663 -2.916
O -4.810 7.305 -2.191
C -4.065 7.095 -0.989
H -3.686 7.272 -6.345
H -3.041 8.843 -6.856
H -2.479 8.094 -5.357
H -5.308 9.122 -5.899
H -4.130 9.919 -4.861
H -3.791 8.040 -0.525
H -3.171 6.513 -1.202
H -4.708 6.539 -0.313
C 0.665 -9.118 -4.968
C 1.668 -8.869 -3.863
O 1.958 -7.472 -3.699
C 1.020 -6.763 -3.072
O -0.010 -7.190 -2.618
O 1.424 -5.494 -3.023
C 0.480 -4.591 -2.435
H 1.007 -8.666 -5.899
H 0.537 -10.189 -5.122
H -0.304 -8.687 -4.720
H 2.625 -9.324 -4.111
H 1.334 -9.289 -2.914
H 0.179 -4.932 -1.447
H -0.394 -4.490 -3.078
H 0.978 -3.633 -2.349
*
```

Atomic partial charges in e from the Löwdin method, atoms 1 to 2: 0.026, -0.537


# C35H70B2F35N5O15P2

A 14-piece molecular cluster, C35H70B2F35N5O15P2 overall (ωB97M-V/def2-TZVPD, the Open Molecules 2025 dataset).

Summary:
E_HOMO: 0.04301 Eh
M: 1549.47 g/mol
LUMO level: 3.2 eV
Frontier orbital gap: 2.07 eV

Geometry as ORCA input:
```
! wB97M-V def2-TZVPD RIJCOSX def2/J DEFGRID3
* xyz -4 1
C 1.857 3.465 -0.865
C 1.920 3.551 -2.411
O 0.990 3.163 -3.204
N 3.356 3.843 -2.940
H 3.376 4.653 -3.544
H 3.855 4.133 -2.112
C 4.059 2.674 -3.667
H 2.013 4.414 -0.352
H 2.545 2.712 -0.482
H 0.859 3.128 -0.585
H 4.992 3.189 -3.897
H 3.522 2.304 -4.540
H 4.138 1.787 -3.039
C -3.248 0.034 -2.382
C -3.018 -1.075 -1.372
O -2.654 -2.186 -1.650
N -3.702 -0.824 -0.021
H -3.027 -0.774 0.729
H -4.137 0.087 -0.061
C -4.772 -1.914 0.258
H -2.560 -0.205 -3.193
H -3.127 0.993 -1.878
H -4.241 -0.028 -2.827
H -4.300 -2.814 0.651
H -5.352 -2.182 -0.626
H -5.427 -1.544 1.047
C 0.245 -3.666 2.571
C 0.146 -2.763 3.764
O 0.355 -3.087 4.895
N 0.195 -1.289 3.409
H -0.312 -1.213 2.539
H -0.278 -0.791 4.150
C 1.656 -0.827 3.378
H -0.725 -4.000 2.203
H 0.807 -4.582 2.755
H 0.741 -3.255 1.691
H 1.479 0.235 3.209
H 2.218 -1.414 2.651
H 2.083 -0.890 4.379
C 3.331 -1.830 -0.916
C 2.604 -0.770 -1.741
O 2.639 0.442 -1.475
N 1.727 -1.284 -2.917
H 1.939 -0.652 -3.676
H 2.024 -2.190 -3.249
C 0.212 -1.364 -2.592
H 4.080 -2.407 -1.459
H 2.759 -2.671 -0.524
H 3.987 -1.320 -0.211
H 0.257 -1.969 -1.687
H -0.314 -2.000 -3.304
H -0.243 -0.376 -2.527
C -2.270 3.911 -0.025
C -2.206 4.042 1.524
O -1.734 4.980 2.110
N -2.939 2.876 2.256
H -3.799 2.585 1.814
H -2.322 2.076 2.276
C -3.463 3.416 3.603
H -1.741 4.623 -0.658
H -3.324 4.018 -0.281
H -1.898 2.911 -0.250
H -4.126 2.595 3.878
H -3.961 4.385 3.633
H -2.559 3.313 4.202
C -1.883 3.329 -8.331
O -1.797 2.494 -7.162
O -1.203 2.593 -9.401
C -3.392 3.778 -8.555
F -3.406 5.135 -8.797
F -3.817 3.315 -9.694
F -4.237 3.599 -7.544
C -1.615 3.040 -5.848
C -1.466 1.721 -5.104
H -2.358 1.159 -4.828
H -0.907 0.952 -5.637
H -0.875 1.758 -4.190
H -2.501 3.611 -5.569
H -0.838 3.803 -5.817
H -1.194 4.121 -8.039
C 5.678 1.163 5.292
O 6.835 0.619 5.988
O 6.087 2.475 4.987
C 5.196 0.193 4.181
F 5.937 -0.026 3.062
F 5.032 -1.074 4.655
F 4.058 0.618 3.703
C 6.666 -0.395 7.007
C 7.901 -1.023 7.697
H 8.271 -0.490 8.573
H 7.674 -2.036 8.029
H 8.611 -1.205 6.891
H 5.930 -1.085 6.595
H 6.114 0.096 7.808
H 4.934 1.253 6.083
C -3.417 -5.775 -1.181
O -2.613 -5.977 -2.393
O -4.467 -6.644 -1.282
C -2.378 -5.798 0.008
F -1.705 -6.958 0.173
F -1.374 -4.941 -0.112
F -2.868 -5.398 1.214
C -3.019 -5.356 -3.576
C -1.757 -5.114 -4.404
H -2.008 -4.476 -5.252
H -0.952 -4.623 -3.857
H -1.371 -6.039 -4.832
H -3.581 -4.446 -3.368
H -3.638 -6.046 -4.149
H -3.751 -4.738 -1.147
C 8.113 -0.206 -1.469
O 7.517 0.911 -0.773
O 8.964 -0.896 -0.611
C 7.119 -1.005 -2.380
F 7.739 -1.901 -3.041
F 6.429 -1.845 -1.619
F 6.420 -0.300 -3.299
C 6.112 0.747 -0.409
C 5.718 2.078 0.204
H 6.164 2.085 1.199
H 6.000 3.044 -0.214
H 4.659 2.147 0.451
H 5.996 -0.071 0.302
H 5.406 0.481 -1.196
H 8.797 0.241 -2.190
C -6.233 1.980 -0.409
O -6.526 0.555 -0.721
O -5.013 1.955 0.317
C -6.484 2.916 -1.638
F -6.006 4.122 -1.399
F -5.855 2.554 -2.695
F -7.748 2.996 -1.982
C -7.914 0.308 -0.978
C -7.991 -1.075 -1.581
H -7.226 -1.207 -2.346
H -7.861 -1.790 -0.769
H -9.000 -1.265 -1.947
H -8.586 0.851 -1.641
H -8.593 0.283 -0.125
H -6.999 2.342 0.278
P 0.840 2.898 5.742
F 0.920 1.551 6.650
F 0.465 2.133 4.313
F -0.788 3.020 6.190
F 0.848 4.409 5.114
F 1.388 3.676 7.068
F 2.440 2.737 5.495
P -3.644 -0.983 3.800
F -2.938 -2.076 4.840
F -4.534 -0.568 5.128
F -2.423 0.086 4.231
F -4.423 0.054 2.770
F -2.837 -1.633 2.544
F -4.847 -2.091 3.666
B 3.602 -5.524 2.704
F 4.817 -5.588 3.330
F 2.619 -5.863 3.531
F 3.396 -4.206 2.339
F 3.496 -6.377 1.584
B -0.259 0.341 0.633
F -0.052 -1.016 0.846
F -0.568 0.736 -0.626
F -1.272 0.716 1.492
F 0.917 0.994 0.988
*
```

Atomic partial charges in e from the Löwdin method, atoms 1 to 2: 0.035, -0.246


# C35H70F2N5O26P3S6

A 7-piece molecular cluster, C35H70F2N5O26P3S6 overall (ωB97M-V/def2-TZVPD, the Open Molecules 2025 dataset).

Summary:
SMILES: [H]/N=C/Cc1c(N(C(=O)F)C(=O)F)c(P(=N)(O)O)c(CCCCOC)c2nc(PP(=O)(O)O)cnc12.CCOS(C)(=O)=O.CCOS(C)(=O)=O.CCOS(C)(=O)=O.CCOS(C)(=O)=O.CCOS(C)(=O)=O.CCOS(C)(=O)=O
E_HOMO: -0.32046 Eh
M: 1300.27 g/mol
LUMO level: -1.1 eV
Frontier orbital gap: 7.57 eV

Geometry as ORCA input:
```
! wB97M-V def2-TZVPD RIJCOSX def2/J DEFGRID3
* xyz 0 1
H -5.155 -4.454 -0.187
N -4.624 -3.602 0.046
C -5.107 -3.172 1.152
C -4.495 -1.864 1.856
C -3.151 -1.571 1.131
C -2.901 -0.470 0.173
N -3.930 0.536 -0.073
C -4.616 0.990 1.178
O -5.710 1.446 1.027
F -4.030 0.919 2.411
C -3.361 1.904 -0.297
O -2.538 2.369 0.440
F -3.821 2.714 -1.299
C -1.538 -0.510 -0.571
P -1.146 0.662 -2.002
N -0.142 0.080 -3.066
O -0.511 2.110 -1.487
O -2.567 0.886 -2.922
C -0.491 -1.505 -0.214
C 0.936 -1.559 -0.866
C 1.716 -0.162 -0.632
C 2.846 -0.325 0.478
C 2.380 0.224 1.908
O 1.864 -0.820 2.757
C 0.588 -0.483 3.309
C -0.727 -2.567 0.857
N 0.316 -3.435 1.157
C -0.056 -4.323 2.111
P 1.247 -5.585 2.659
P 2.166 -6.346 0.804
O 1.198 -7.196 0.053
O 2.682 -5.075 -0.184
O 3.521 -7.272 1.117
C -1.397 -4.418 2.740
N -2.395 -3.564 2.430
C -2.069 -2.594 1.476
H -5.935 -3.682 1.722
H -4.354 -2.142 2.946
H -5.331 -1.134 1.805
H -0.557 -0.019 -3.992
H 0.465 2.044 -1.421
H -2.707 0.019 -3.360
H 0.895 -1.829 -1.966
H 1.619 -2.317 -0.409
H 0.936 0.518 -0.160
H 2.070 0.300 -1.590
H 3.781 0.248 0.211
H 3.158 -1.391 0.657
H 3.271 0.726 2.407
H 1.578 1.013 1.816
H -0.155 -0.179 2.505
H 0.159 -1.413 3.798
H 0.631 0.303 4.120
H 2.308 -4.905 3.347
H 3.112 -4.383 0.362
H 4.167 -6.796 1.676
H -1.576 -5.204 3.523
C -6.826 4.860 1.600
C -6.716 4.281 2.999
O -7.334 5.134 3.971
S -8.938 5.132 4.080
C -9.054 6.003 5.613
O -9.391 3.785 4.273
O -9.473 5.965 3.043
H -7.863 4.868 1.259
H -6.243 4.269 0.891
H -6.471 5.892 1.580
H -7.137 3.274 3.045
H -5.662 4.204 3.272
H -8.607 5.395 6.398
H -10.110 6.169 5.823
H -8.538 6.956 5.517
C 5.380 -3.506 -3.163
C 6.521 -4.367 -2.655
O 7.333 -3.666 -1.705
S 6.777 -3.493 -0.208
C 8.290 -2.954 0.527
O 6.438 -4.786 0.317
O 5.844 -2.403 -0.184
H 4.658 -3.301 -2.370
H 4.852 -4.008 -3.977
H 5.751 -2.544 -3.520
H 6.151 -5.303 -2.228
H 7.172 -4.629 -3.490
H 9.018 -3.760 0.470
H 8.085 -2.706 1.568
H 8.645 -2.072 -0.003
C -2.064 5.063 -0.538
C -2.399 6.497 -0.904
O -2.959 7.211 0.208
S -1.968 7.724 1.362
C -3.114 8.801 2.168
O -0.927 8.513 0.766
O -1.676 6.630 2.242
H -1.244 5.024 0.182
H -1.762 4.500 -1.422
H -2.919 4.574 -0.079
H -1.527 7.018 -1.297
H -3.156 6.497 -1.691
H -3.377 9.609 1.488
H -2.626 9.202 3.056
H -3.995 8.229 2.453
C 13.933 -4.817 -1.614
C 14.006 -4.346 -0.174
O 13.902 -2.920 -0.076
S 12.451 -2.247 -0.238
C 12.889 -0.639 0.349
O 11.548 -2.855 0.698
O 12.138 -2.151 -1.633
H 12.942 -4.641 -2.036
H 14.143 -5.886 -1.679
H 14.650 -4.275 -2.234
H 13.242 -4.830 0.440
H 14.976 -4.618 0.245
H 13.174 -0.712 1.398
H 12.017 0.004 0.240
H 13.712 -0.257 -0.252
C -1.760 8.887 -6.633
C -0.562 8.083 -6.163
O 0.233 8.815 -5.224
S -0.295 8.941 -3.709
C 1.203 9.553 -3.003
O -0.549 7.626 -3.194
O -1.283 9.977 -3.648
H -2.471 9.044 -5.820
H -2.279 8.366 -7.440
H -1.449 9.872 -6.985
H -0.870 7.124 -5.739
H 0.082 7.867 -7.016
H 1.972 8.787 -3.088
H 1.009 9.776 -1.954
H 1.496 10.459 -3.529
C -6.532 -9.577 -1.829
C -7.669 -8.810 -1.181
O -7.532 -8.763 0.244
S -6.464 -7.741 0.876
C -7.020 -7.848 2.549
O -6.734 -6.420 0.379
O -5.159 -8.324 0.792
H -5.586 -9.045 -1.719
H -6.720 -9.713 -2.896
H -6.410 -10.555 -1.361
H -7.752 -7.801 -1.593
H -8.611 -9.321 -1.387
H -8.031 -7.448 2.612
H -6.343 -7.256 3.163
H -6.993 -8.890 2.863
*
```

Atomic partial charges in e from the Löwdin method, atoms 1 to 2: 0.036, 0.112


no.,E (eV)
1,-111314.6164
2,-190645.4963
3,-196423.3191